{"formula": "C22H40BaCl4F8N2O10PS2", "method": "ωB97M-V/def2-TZVPD", "species": ["C", "C", "C", "N", "C", "C", "C", "C", "C", "H", "H", "H", "H", "H", "H", "H", "H", "H", "H", "H", "H", "H", "H", "H", "H", "H", "H", "Ba", "P", "F", "F", "F", "F", "F", "F", "N", "S", "O", "O", "F", "S", "O", "O", "F", "Cl", "C", "C", "Cl", "H", "H", "H", "H", "Cl", "C", "C", "Cl", "H", "H", "H", "H", "C", "O", "C", "C", "O", "C", "H", "H", "H", "H", "H", "H", "H", "H", "H", "H", "C", "C", "C", "O", "C", "C", "C", "O", "O", "O", "H", "H", "H", "H"], "xyz": [[-2.53269, 3.26441, 0.12357], [-3.94267, 2.65953, 0.11638], [-3.79994, 1.18513, -0.20697], [-5.07908, 0.39438, -0.38719], [-5.91302, 0.52931, 0.82969], [-4.69532, -1.05610, -0.60360], [-5.91233, -1.64783, -1.28090], [-6.50638, -0.49215, -2.11185], [-5.76681, 0.77105, -1.65652], [-2.53853, 4.33972, -0.02918], [-1.91638, 2.80134, -0.64568], [-2.10151, 3.02448, 1.09470], [-4.53950, 3.15308, -0.66077], [-4.45218, 2.82329, 1.06411], [-3.27128, 0.67490, 0.60339], [-3.22837, 1.03219, -1.12053], [-6.78115, -0.11577, 0.72333], [-6.28140, 1.55188, 0.86864], [-5.30092, 0.31077, 1.69637], [-4.48411, -1.46834, 0.38072], [-3.79265, -1.07817, -1.20741], [-6.62859, -1.95773, -0.51881], [-5.67118, -2.52274, -1.87495], [-7.59046, -0.43599, -2.06650], [-6.27490, -0.67673, -3.16160], [-6.41491, 1.61877, -1.44959], [-4.99401, 1.02300, -2.37509], [0.55923, -3.13575, -1.24255], [-2.90138, -3.96450, -1.30914], [-2.12173, -4.06579, -2.73572], [-3.52880, -5.38388, -1.62175], [-1.56179, -4.71284, -0.62928], [-3.58936, -3.91747, 0.10999], [-2.14348, -2.52364, -0.99243], [-4.10306, -3.13724, -1.95414], [1.10418, -0.77059, -0.27945], [2.27527, -0.30357, 0.70794], [1.99129, -0.40570, 2.09343], [2.99432, 0.82885, 0.26038], [3.22478, -1.55376, 0.43452], [0.09758, 0.56450, -0.29147], [0.48964, 1.67531, -1.05044], [-0.62128, 0.77720, 0.89723], [-0.98665, -0.20699, -1.19477], [2.83045, 6.45638, -1.48799], [2.76267, 5.49781, 0.05466], [1.67064, 4.47575, -0.07792], [1.59779, 3.55647, 1.46336], [2.53141, 6.25086, 0.79850], [3.74177, 5.05492, 0.18902], [1.89237, 3.75550, -0.85715], [0.70492, 4.94539, -0.22934], [1.03803, 3.35533, 5.74106], [1.73616, 2.17548, 4.61412], [1.85457, 0.79387, 5.23259], [3.05045, 0.77348, 6.55627], [2.71562, 2.50802, 4.27763], [1.04958, 2.11547, 3.77203], [2.15719, 0.07391, 4.48057], [0.89737, 0.52566, 5.67422], [0.41154, -1.19138, -3.94967], [0.18767, -2.59173, -3.78188], [0.93681, -3.36416, -4.69107], [0.52709, -4.80415, -4.47201], [0.45560, -5.09331, -3.05962], [0.48780, -6.48402, -2.74732], [-0.06820, -0.64098, -3.14306], [0.04718, -0.78389, -4.89167], [1.48016, -0.95304, -3.85120], [2.01501, -3.36274, -4.45610], [0.85623, -3.12927, -5.75397], [1.25416, -5.49060, -4.91911], [-0.44822, -5.11579, -4.85907], [-0.23813, -6.97610, -3.39888], [0.33826, -6.64879, -1.68401], [1.44748, -6.97631, -2.96333], [7.37865, 0.19412, 3.00862], [8.09857, 0.95815, 3.83771], [7.69634, 2.37745, 4.13234], [8.34706, 3.03245, 4.91344], [6.50286, 2.89847, 3.46610], [5.78377, 2.13099, 2.64403], [6.14532, 0.68387, 2.41070], [5.44463, 0.00111, 1.69281], [4.71391, 2.57521, 2.00285], [9.25379, 0.58669, 4.34865], [7.77857, -0.74853, 2.65692], [6.23497, 3.93120, 3.64400], [4.31494, 1.84778, 1.48668], [9.61672, 1.35317, 4.82940]], "lowdin_charge": [-0.075, -0.210, -0.150, -0.280, 0.037, -0.114, -0.138, -0.114, -0.086, 0.085, 0.061, 0.081, 0.117, 0.112, 0.136, 0.121, 0.114, 0.107, 0.122, 0.139, 0.111, 0.120, 0.103, 0.117, 0.118, 0.136, 0.139, 2.144, 0.169, -0.161, -0.094, -0.305, -0.092, -0.284, -0.154, -0.532, 0.441, -0.233, -0.259, -0.187, 0.470, -0.231, -0.238, -0.239, 0.524, -0.626, -0.631, 0.643, 0.067, 0.066, 0.056, 0.069, 0.556, -0.704, -0.657, 0.541, 0.056, 0.028, 0.044, 0.065, -0.079, -0.384, -0.195, -0.167, -0.424, -0.071, 0.060, 0.112, 0.110, 0.140, 0.150, 0.139, 0.143, 0.109, 0.092, 0.101, 0.073, -0.247, -0.314, 0.123, 0.079, -0.238, -0.303, 0.097, 0.076, 0.127, 0.135, 0.137, 0.069, 0.126], "lumo_energy_ha": -0.1104, "e_tot_ha": -5527.1704, "homo_lumo_gap_ev": 7.7, "total_charge": 1}

{"formula": "C22H40Br2Cl2N5O4", "method": "ωB97M-V/def2-TZVPD", "species": ["C", "C", "N", "C", "N", "C", "O", "C", "C", "O", "N", "C", "O", "C", "C", "O", "C", "C", "C", "N", "C", "C", "C", "N", "C", "C", "C", "Cl", "C", "C", "Cl", "H", "H", "H", "H", "H", "H", "H", "H", "H", "H", "H", "H", "H", "H", "H", "H", "H", "H", "H", "H", "H", "H", "H", "H", "H", "H", "H", "H", "H", "H", "H", "H", "H", "H", "H", "H", "Br", "C", "C", "Br", "H", "H", "H", "H"], "xyz": [[-3.62054, -1.36674, -1.20788], [-2.78479, -0.92400, -0.46753], [-2.14834, -0.38972, 0.73331], [-0.80699, -0.92751, 0.51050], [-0.58487, -2.19752, 0.36437], [0.80638, -2.71995, 0.18789], [0.88241, -4.07593, 0.69134], [0.92267, -4.89868, -0.47325], [2.21281, -5.65217, -0.94219], [-0.06586, -4.99216, -1.15093], [0.10231, 0.16429, 0.55832], [0.95067, 0.40450, -0.61950], [2.23206, -0.23146, -0.55262], [2.89450, -0.03640, -1.83866], [2.66515, -1.37853, -2.65054], [2.90433, -1.23365, -4.05558], [2.59258, -2.53597, -4.63706], [1.26749, -2.53353, -5.48300], [-0.63352, 1.36408, 1.11811], [-0.03380, 1.72944, 2.39191], [-0.58818, 1.19961, 3.63298], [-0.75897, -0.36417, 3.76376], [-2.17385, 1.15510, 0.81830], [-2.39843, 1.45412, -0.62765], [-3.16063, 2.69092, -0.87121], [-2.88113, 3.10364, -2.39587], [-3.31794, 1.43413, 1.84407], [-4.97308, 0.84630, 1.28082], [-3.55992, 2.90204, 2.34571], [-4.22167, 2.93771, 3.79905], [-2.16005, 4.04142, 2.35469], [-4.28045, -1.63745, -2.05865], [-1.31793, -2.92093, 0.37172], [1.08265, -2.75676, -0.89398], [1.47928, -2.06904, 0.80134], [1.93821, -6.74344, -0.99179], [3.08421, -5.49489, -0.25843], [2.49017, -5.35908, -1.99476], [1.11824, 1.48547, -0.86382], [0.42304, -0.04440, -1.52767], [3.99455, 0.08150, -1.61215], [2.50964, 0.85705, -2.39633], [3.32336, -2.15815, -2.17421], [1.55651, -1.61397, -2.54388], [2.44350, -3.30284, -3.81579], [3.46306, -2.88404, -5.26552], [0.40254, -2.06451, -4.92965], [0.97693, -3.62096, -5.62572], [1.40405, -2.12142, -6.51682], [-0.37914, 2.25092, 0.45438], [0.95327, 1.43592, 2.35453], [0.11690, 1.50321, 4.46767], [-1.56930, 1.68229, 3.92601], [0.05000, -0.96367, 3.24384], [-1.73576, -0.75575, 3.33875], [-0.74953, -0.72946, 4.83523], [-1.51436, 1.43801, -1.13931], [-2.86389, 3.58465, -0.26147], [-4.27092, 2.49286, -0.82254], [-3.62810, 3.85631, -2.75314], [-2.98666, 2.18878, -3.03606], [-1.81767, 3.48960, -2.43198], [-3.11665, 0.79128, 2.74954], [-4.34948, 3.35620, 1.67630], [-4.43281, 4.01897, 4.04912], [-5.24301, 2.46325, 3.69792], [-3.58335, 2.45450, 4.58039], [3.20898, 1.44347, 3.50445], [4.64474, 1.69741, 2.21107], [4.53826, 3.03902, 1.53061], [3.13632, 3.04735, 0.17795], [4.60216, 0.85736, 1.52102], [5.56455, 1.63797, 2.79329], [5.45607, 3.26595, 0.98833], [4.31703, 3.85222, 2.21859]], "lowdin_charge": [0.138, -0.193, 0.060, -0.219, 0.210, -0.104, -0.011, -0.455, 0.027, 0.123, 0.080, -0.216, -0.194, -0.149, -0.210, -0.150, -0.249, -0.079, -0.221, -0.042, -0.269, -0.089, -0.311, -0.008, -0.260, -0.079, -0.542, 0.688, -0.739, -0.124, 0.666, 0.073, 0.190, 0.120, 0.152, 0.106, 0.091, 0.091, 0.087, 0.151, 0.139, 0.132, 0.139, 0.114, 0.098, 0.131, 0.079, 0.084, 0.080, 0.149, 0.004, 0.116, 0.080, 0.071, 0.063, 0.088, 0.108, 0.088, 0.101, 0.081, 0.077, 0.080, 0.093, 0.089, 0.087, 0.080, 0.077, 0.703, -0.658, -0.655, 0.704, 0.050, 0.065, 0.065, 0.058], "lumo_energy_ha": -0.1014, "e_tot_ha": -7504.9738, "homo_lumo_gap_ev": 9.1, "total_charge": 1}

The calculation returns the following largest force on an atom values, one per record and in order: 3.03 4.41 eV/Å.